{
  "formula": "C36H45F27O18",
  "method": "the ωB97M-V functional and the def2-TZVPD basis",
  "relative_energy_kj_mol": 148.12,
  "orbital_gap_ha": 0.416,
  "charge": 0,
  "homo_ha": -0.415,
  "energy_ev": -148291.2393,
  "mol_weight_g_mol": 1278.684,
  "elements": ["C", "C", "O", "C", "O", "C", "F", "F", "F", "H", "H", "H", "H", "H", "C", "C", "O", "C", "O", "C", "F", "F", "F", "H", "H", "H", "H", "H", "C", "C", "O", "C", "O", "C", "F", "F", "F", "H", "H", "H", "H", "H", "C", "C", "O", "C", "O", "C", "F", "F", "F", "H", "H", "H", "H", "H", "C", "C", "O", "C", "O", "C", "F", "F", "F", "H", "H", "H", "H", "H", "C", "C", "O", "C", "O", "C", "F", "F", "F", "H", "H", "H", "H", "H", "C", "C", "O", "C", "O", "C", "F", "F", "F", "H", "H", "H", "H", "H", "C", "C", "O", "C", "O", "C", "F", "F", "F", "H", "H", "H", "H", "H", "C", "C", "O", "C", "O", "C", "F", "F", "F", "H", "H", "H", "H", "H"],
  "coordinates": [[-10.32935, 47.96258, -8.38304], [-10.54800, 48.53611, -9.76015], [-9.69283, 47.93783, -10.72442], [-10.09321, 47.76809, -11.97880], [-11.14020, 48.13358, -12.41900], [-8.96984, 47.16804, -12.85361], [-9.49863, 46.27201, -13.68936], [-8.41551, 48.11341, -13.62464], [-8.02264, 46.60920, -12.11693], [-10.31639, 46.87550, -8.37427], [-11.07991, 48.32466, -7.67708], [-9.41597, 48.37098, -7.94248], [-10.40299, 49.61804, -9.79328], [-11.58907, 48.41953, -10.07376], [-6.09858, 48.11411, -9.12736], [-4.80206, 47.94661, -9.89689], [-4.77621, 46.66727, -10.51872], [-4.80363, 46.54966, -11.83106], [-4.93452, 47.44165, -12.61229], [-4.84756, 45.09490, -12.30987], [-4.07906, 44.88174, -13.39174], [-4.34678, 44.25205, -11.38344], [-6.07077, 44.68400, -12.62701], [-6.34015, 47.17507, -8.62918], [-6.87046, 48.34087, -9.86577], [-6.02815, 48.90495, -8.38372], [-3.96205, 47.93328, -9.19778], [-4.61588, 48.81157, -10.53290], [-8.59425, 45.88618, -6.25235], [-9.85493, 46.15713, -5.43564], [-9.45666, 46.70048, -4.17583], [-10.37871, 46.84068, -3.25604], [-11.52821, 46.52932, -3.37321], [-9.87491, 47.57115, -1.98991], [-8.77544, 48.27720, -2.18688], [-10.85547, 48.45537, -1.67423], [-9.76691, 46.74649, -0.95826], [-7.87259, 46.70684, -6.32368], [-8.74301, 45.68011, -7.31210], [-8.01408, 45.09034, -5.78512], [-10.35745, 45.19799, -5.31114], [-10.57012, 46.84566, -5.88533], [-12.52043, 43.20929, -10.75967], [-11.26361, 44.04668, -10.56716], [-10.17888, 43.11638, -10.56795], [-9.00375, 43.51543, -10.13500], [-8.71634, 44.57360, -9.65613], [-7.93812, 42.40208, -10.14536], [-7.77524, 41.93233, -8.90764], [-8.32293, 41.37610, -10.92027], [-6.77911, 42.85724, -10.58672], [-12.31090, 42.47535, -11.53982], [-13.36765, 43.83415, -11.03205], [-12.76332, 42.58600, -9.89767], [-11.31432, 44.66562, -9.67259], [-11.19120, 44.69973, -11.44023], [-11.92847, 41.49809, -2.18669], [-11.72135, 42.87575, -2.80757], [-11.27065, 42.80914, -4.16095], [-12.14019, 42.83897, -5.13621], [-13.32819, 42.82758, -5.02681], [-11.48702, 42.85002, -6.53133], [-11.80481, 41.67947, -7.12292], [-11.95975, 43.82398, -7.28895], [-10.16075, 42.87746, -6.42027], [-12.59689, 40.84371, -2.73738], [-12.31159, 41.66407, -1.17838], [-10.94589, 41.04535, -2.04106], [-10.97231, 43.42772, -2.24611], [-12.66522, 43.41717, -2.72932], [-11.96349, 49.96032, -4.93510], [-13.47471, 49.99851, -5.07697], [-14.00069, 51.31024, -4.99169], [-15.24195, 51.52344, -5.35301], [-15.95804, 50.73685, -5.89394], [-15.75688, 52.95597, -5.07505], [-16.91669, 52.85975, -4.39503], [-14.89479, 53.65247, -4.31446], [-15.99965, 53.62981, -6.20059], [-11.69485, 49.03884, -4.42382], [-11.65295, 50.80675, -4.32178], [-11.53031, 49.99668, -5.93262], [-13.94095, 49.35688, -4.32342], [-13.73820, 49.48608, -6.00654], [-14.52715, 46.18899, -4.08679], [-15.90271, 46.77432, -4.38725], [-16.75025, 46.49132, -3.29207], [-18.06672, 46.56154, -3.52634], [-18.54718, 46.93618, -4.54990], [-18.94409, 46.17484, -2.33520], [-19.51887, 47.29422, -1.90086], [-19.91251, 45.35620, -2.73293], [-18.29156, 45.56449, -1.36575], [-14.07143, 46.48233, -3.14340], [-13.88043, 46.41288, -4.93413], [-14.62754, 45.10508, -3.98692], [-16.25065, 46.38698, -5.34861], [-15.86450, 47.85075, -4.59151], [-5.16351, 50.74636, 4.10812], [-4.97308, 49.34416, 3.58065], [-5.92214, 49.12919, 2.52859], [-5.87867, 47.96265, 1.93058], [-5.26151, 46.99778, 2.26222], [-6.83111, 47.89033, 0.70271], [-6.15205, 47.96999, -0.44830], [-7.47288, 46.72023, 0.69797], [-7.72758, 48.87449, 0.75409], [-6.19547, 51.05037, 4.27345], [-4.66531, 51.46788, 3.45980], [-4.68273, 50.80036, 5.08756], [-5.08840, 48.65850, 4.42174], [-3.95305, 49.22247, 3.21623], [-11.07308, 48.06793, 1.97678], [-11.65211, 49.47698, 2.13225], [-11.24895, 50.09605, 3.34995], [-11.75434, 49.72494, 4.49819], [-12.67948, 48.98193, 4.65766], [-10.99664, 50.29576, 5.69993], [-9.91255, 50.99894, 5.32762], [-11.78674, 51.16420, 6.36839], [-10.65557, 49.31760, 6.53105], [-9.99514, 47.94722, 1.92644], [-11.54827, 47.57914, 1.12678], [-11.42559, 47.50316, 2.84479], [-12.73303, 49.49923, 2.00315], [-11.26678, 50.10918, 1.33347]],
  "forces_ev_per_a": [[0.527, 0.572, 0.369], [-1.491, 0.599, -0.196], [1.073, -0.722, 0.058], [-0.222, 1.049, 0.556], [-0.164, -0.323, -0.364], [-0.208, 0.169, -0.441], [0.018, -0.340, 0.236], [-0.034, 0.140, 0.374], [0.115, -0.225, -0.026], [0.039, 0.003, -0.085], [-0.408, -0.100, -0.356], [0.305, -0.436, -0.205], [0.319, -0.024, 0.113], [0.087, -0.307, -0.074], [-0.090, -0.338, -0.667], [0.555, 0.896, 1.358], [0.288, -0.833, -0.180], [-1.045, 0.786, -0.214], [0.302, 0.240, -0.402], [1.257, -1.793, 0.010], [-0.174, 0.793, -0.035], [-0.381, 0.283, 0.245], [-0.244, 0.425, 0.194], [-0.086, 0.045, 0.040], [-0.280, 0.006, 0.329], [0.044, 0.109, -0.094], [-0.018, -0.178, -0.030], [-0.147, -0.479, -0.618], [0.787, 0.541, -0.010], [0.288, -0.510, -1.060], [0.826, 0.122, 0.481], [-0.125, -0.008, -0.433], [-0.210, -0.213, 0.247], [-1.312, 0.749, -0.182], [0.383, -0.363, 0.169], [0.237, -0.062, 0.048], [0.483, -0.201, -0.016], [-0.409, 0.419, 0.495], [-0.562, -0.526, 0.192], [-0.232, -0.259, -0.138], [-0.141, 0.138, 0.380], [0.133, 0.056, -0.110], [0.387, -0.531, 0.118], [-1.275, 0.093, -0.487], [0.443, -0.186, 0.007], [0.256, 0.106, 0.648], [-0.195, 0.531, -0.074], [-0.592, -0.647, -0.567], [0.038, 0.065, 0.246], [0.187, 0.060, 0.025], [0.139, 0.116, 0.014], [-0.188, 0.265, -0.300], [-0.022, -0.042, 0.011], [-0.018, 0.355, 0.242], [0.371, -0.183, 0.117], [0.420, 0.065, 0.085], [0.881, 0.460, 0.316], [-1.156, -0.384, 0.827], [1.165, 0.219, -0.110], [-0.761, 0.137, 0.172], [-0.482, 0.093, -0.110], [-0.016, -1.641, 0.703], [0.018, 0.259, -0.116], [0.321, 0.471, -0.120], [0.133, 0.603, -0.568], [-0.023, 0.083, -0.107], [-0.218, -0.075, -0.064], [-0.142, -0.348, -0.221], [0.171, 0.007, -0.219], [0.104, 0.196, -0.419], [-0.591, 0.574, 0.091], [-0.135, -1.956, -0.176], [0.766, 0.911, 0.490], [-0.467, -0.194, -0.801], [-0.312, -0.294, 0.001], [-0.078, 0.138, 0.852], [0.419, 0.038, -0.265], [-0.255, -0.045, -0.384], [0.250, -0.217, 0.156], [0.121, -0.037, -0.104], [0.287, -0.076, -0.106], [0.397, 0.155, 0.190], [-0.085, 0.411, 0.288], [-0.289, 0.537, -0.193], [-0.598, -0.440, 0.065], [1.301, 0.555, -0.871], [-1.042, -0.493, 0.635], [1.070, 0.283, -0.608], [-0.407, -0.036, -0.213], [-0.187, -0.080, -0.513], [-0.020, 0.224, 0.573], [-0.261, -0.224, -0.247], [0.352, 0.112, 0.578], [-0.083, 0.585, -0.136], [0.218, -0.045, 0.149], [0.044, -0.040, -0.339], [-0.428, -0.435, 0.387], [-0.051, 0.054, 0.485], [0.470, 0.378, 0.162], [0.208, 0.466, 0.985], [0.076, 0.289, -0.219], [-0.423, -0.659, -0.200], [0.435, -0.125, 0.037], [0.184, -0.018, 0.292], [0.031, 0.207, 0.146], [-0.031, 0.095, 0.124], [-0.218, 0.045, -0.299], [-0.113, -0.259, -0.237], [-0.210, 0.105, 0.008], [0.108, 0.048, -0.077], [-0.387, -0.418, -0.435], [-0.113, -0.147, -0.258], [-1.181, -0.309, 0.866], [0.363, -0.444, -1.245], [0.948, 0.796, 0.006], [-0.655, -0.946, -0.285], [-0.100, 0.017, 0.157], [-0.060, 1.269, 0.153], [-0.017, -0.537, 0.233], [0.061, -0.435, -0.135], [0.205, 0.094, -0.100], [0.058, 0.522, -0.139], [0.169, 0.126, -0.189], [0.144, -0.154, -0.027], [-0.083, -0.259, 0.441], [0.166, 0.244, 0.244]],
  "mulliken_charge": [-0.13, -0.91, -0.06, 0.23, -0.55, 0.95, -0.26, -0.27, -0.22, -0.25, 0.21, 0.38, 0.31, 0.48, -0.73, -0.51, -0.28, 0.44, -0.55, 0.93, -0.28, -0.26, -0.18, 0.16, 0.11, 0.50, 0.34, 0.36, -1.24, 1.42, -0.37, -0.04, -0.44, 1.05, -0.26, -0.27, -0.20, 0.40, -0.12, 0.57, -0.34, -0.12, -1.55, 0.46, -0.28, 0.49, -0.52, 0.78, -0.24, -0.28, -0.16, 0.39, 0.40, 0.29, -0.04, 0.21, -1.36, 0.08, -0.29, 0.27, -0.56, 1.13, -0.30, -0.25, -0.25, 0.36, 0.39, 0.33, 0.32, 0.14, -0.34, -0.10, -0.29, 0.38, -0.52, 0.82, -0.24, -0.25, -0.24, -0.30, 0.41, 0.19, 0.13, 0.38, -0.70, -0.29, -0.23, 0.31, -0.50, 0.88, -0.25, -0.26, -0.24, 0.23, 0.23, 0.37, 0.36, 0.07, -1.15, -0.21, -0.18, 0.08, -0.52, 1.19, -0.28, -0.25, -0.25, 0.28, 0.31, 0.37, 0.30, 0.32, -0.88, -0.23, -0.32, 0.37, -0.53, 0.86, -0.24, -0.25, -0.24, 0.16, 0.25, 0.42, 0.35, 0.26]
}